90
Properties=species:S:1:pos:R:3:lowdin_charge:R:1 method="wB97M-V/def2-TZVPD" multiplicity=1 orbital_gap_ev=8.83 smiles="O=C1OC[C@@H](F)O1.O=C1OC[C@@H](F)O1.O=S1(=O)CCCC1.O=S1(=O)CCCC1.O=S1(=O)CCCC1.O=S1(=O)CCCC1.c1cc[nH]c1" total_charge=0
O 0.1167 4.8500 4.8337 0.204
C 0.7732 4.5790 3.9055 -0.559
O 0.9386 3.3290 3.3770 0.082
C 1.9486 3.5039 2.3218 -0.045
C 1.9451 4.9744 2.0114 -0.300
F 1.1432 5.2359 0.8932 0.037
O 1.4268 5.5097 3.1705 0.138
H 2.9356 3.1474 2.7227 0.153
H 1.6776 2.9437 1.4649 0.092
H 2.9846 5.3523 1.8002 0.183
O 1.3270 1.0042 -0.0430 0.131
C 1.0157 -0.1204 0.2662 -0.519
O -0.0891 -0.4629 0.8357 0.114
C -0.2723 -1.8232 0.7888 -0.104
C 1.0353 -2.4172 0.4166 -0.307
F 0.9134 -3.1669 -0.7043 0.062
O 1.7875 -1.2764 0.1164 0.134
H -0.7260 -2.1169 1.7481 0.109
H -0.9038 -2.0772 -0.0785 0.120
H 1.4766 -3.0687 1.1593 0.136
O -3.2238 -2.9199 1.6227 -0.339
S -4.5397 -2.3210 1.5671 0.670
O -5.6052 -2.8423 2.3871 -0.313
C -4.3485 -0.5591 1.8199 -0.217
C -5.2998 0.0252 0.7666 -0.204
C -5.0279 -0.8121 -0.5203 -0.211
C -5.1191 -2.2577 -0.1113 -0.239
H -3.3591 -0.2263 1.4982 0.094
H -4.5905 -0.2919 2.8629 0.119
H -6.3208 -0.0756 1.1071 0.109
H -5.1086 1.1120 0.5322 0.114
H -4.0037 -0.6197 -0.8952 0.106
H -5.6850 -0.6840 -1.3646 0.117
H -4.5547 -2.9285 -0.7240 0.075
H -6.1550 -2.5693 -0.0691 0.108
O -2.3535 3.8714 -3.6276 -0.327
S -2.3784 2.7337 -2.7357 0.685
O -2.9281 1.5187 -3.2576 -0.341
C -0.7490 2.5688 -1.9954 -0.175
C -0.9918 3.2211 -0.5848 -0.193
C -2.3855 2.8087 -0.1224 -0.221
C -3.3569 3.1773 -1.2286 -0.193
H -0.0793 3.0125 -2.7146 0.103
H -0.5403 1.5065 -1.8799 0.075
H -0.2382 2.8988 0.0786 0.064
H -0.9348 4.3049 -0.6450 0.116
H -2.6906 3.3758 0.7719 0.128
H -2.4292 1.7489 0.0745 0.100
H -3.4737 4.2542 -1.3218 0.102
H -4.2899 2.6182 -1.3270 0.094
O -0.9577 -1.0382 -1.9958 -0.323
S -1.7676 -1.9080 -2.8652 0.722
O -2.9278 -2.5812 -2.3132 -0.330
C -2.3558 -1.1484 -4.3963 -0.214
C -1.1310 -1.2099 -5.3417 -0.171
C 0.0857 -1.9558 -4.6173 -0.203
C -0.5407 -2.9870 -3.6724 -0.197
H -2.6651 -0.1380 -4.0974 0.052
H -3.2605 -1.6758 -4.6343 0.098
H -1.4588 -1.8700 -6.1705 0.109
H -0.8601 -0.2428 -5.8335 0.122
H 0.6398 -1.3224 -3.9663 0.088
H 0.7411 -2.3052 -5.4018 0.109
H 0.1898 -3.1842 -2.8581 0.096
H -1.0304 -3.8168 -4.1518 0.105
O 5.6069 -0.8502 1.9664 -0.312
S 6.4070 -0.3604 0.8894 0.641
O 7.5014 -1.1336 0.3838 -0.322
C 5.2541 0.1670 -0.4267 -0.171
C 4.8472 1.5738 0.1503 -0.225
C 6.1601 2.2820 0.5530 -0.220
C 6.9968 1.2646 1.3560 -0.224
H 4.4653 -0.5636 -0.4049 0.082
H 5.7176 0.3046 -1.3943 0.104
H 4.3268 2.1416 -0.5976 0.101
H 4.1843 1.5485 1.0206 0.098
H 5.9615 3.1311 1.2305 0.106
H 6.5882 2.7460 -0.3404 0.114
H 6.8059 1.3841 2.4660 0.125
H 8.0568 1.3470 1.1618 0.094
C 2.1833 -4.2636 3.3836 -0.098
C 1.4396 -3.1331 3.8812 -0.085
C 0.1083 -3.3711 3.5822 -0.168
N 0.0421 -4.5636 2.9423 0.005
C 1.2712 -5.1213 2.8216 -0.152
H 3.2470 -4.4206 3.4431 0.093
H 1.7177 -2.3499 4.5236 0.078
H -0.8343 -2.8705 3.8514 0.128
H -0.8212 -4.9652 2.5891 0.160
H 1.3715 -6.0888 2.3134 0.120



16
Properties=species:S:1:pos:R:3:lowdin_charge:R:1 method="wB97M-V/def2-TZVPD" multiplicity=1 orbital_gap_ev=9.94 smiles="C=CCO.C=C" e_above_lowest_kj_mol=216.6 total_charge=0
C 0.3523 1.4285 1.1775 -0.015
C 0.6117 1.2325 -0.1085 -0.188
C 1.3991 0.0930 -0.6766 -0.299
O 1.5641 -0.9487 0.2606 -0.074
H -0.1981 2.3060 1.5070 0.059
H 0.6537 0.7044 1.9301 0.065
H 0.2719 1.9486 -0.8569 0.105
H 0.9221 -0.2722 -1.6013 0.109
H 2.3699 0.5251 -0.9644 0.120
H 2.1531 -1.6014 -0.1379 0.093
C -1.8730 -0.5860 0.4598 -0.093
C -1.5238 -1.2389 -0.6407 -0.100
H -1.5556 -0.9208 1.4444 0.058
H -2.4470 0.3369 0.4288 0.056
H -0.9023 -2.1290 -0.5931 0.051
H -1.7980 -0.8781 -1.6291 0.052



101
Properties=species:S:1:pos:R:3:lowdin_charge:R:1 method="wB97M-V/def2-TZVPD" multiplicity=5 orbital_gap_ev="5.63 / 4.56" s2=6.052 e_above_lowest_kj_mol=104.2 total_charge=-1
Cr 0.3533 -0.0362 -1.8847 0.606
C 2.5660 -4.6780 3.4970 -0.057
C 2.8210 -3.1648 3.4570 -0.562
C 4.2789 -2.8947 3.8519 -0.058
C 1.9217 -2.5033 4.5024 -0.080
C 2.5524 -2.6318 2.0445 -0.185
C 1.5293 -1.7126 1.7805 0.035
C 1.2934 -1.2871 0.4811 -0.178
N 0.3300 -0.3813 0.0226 -0.035
C -0.2025 0.7036 0.7262 -0.221
C -0.7853 0.7002 1.9854 0.007
C -1.3472 1.8707 2.5080 -0.183
C -1.3022 3.0212 1.7287 -0.001
C -0.7090 3.0661 0.4566 -0.093
C -0.1508 1.8890 -0.0394 -0.274
O 0.4272 1.7977 -1.2501 -0.230
C -0.6957 4.3369 -0.3950 -0.532
C -1.2661 5.5506 0.3408 -0.078
C -1.5444 4.0981 -1.6533 -0.048
C 0.7415 4.6786 -0.8138 -0.043
C -2.0522 1.8999 3.8681 -0.560
C -1.4976 3.0414 4.7307 -0.058
C -1.8595 0.5926 4.6391 -0.073
C -3.5581 2.1193 3.6615 -0.052
C 2.1483 -1.6946 -0.5543 -0.265
O 1.9199 -1.1241 -1.7652 -0.290
C 3.1582 -2.6125 -0.3303 -0.094
C 3.3268 -3.0813 0.9850 -0.003
C 4.0403 -3.0726 -1.4948 -0.531
C 4.7438 -1.8644 -2.1289 -0.043
C 5.1221 -4.0658 -1.0610 -0.078
C 3.1617 -3.7519 -2.5561 -0.039
H 2.7479 -5.0770 4.5015 0.077
H 3.2176 -5.2053 2.7967 0.075
H 1.5319 -4.8972 3.2193 0.087
H 4.4777 -3.2605 4.8653 0.077
H 4.4890 -1.8226 3.8233 0.089
H 4.9756 -3.3881 3.1712 0.072
H 2.1714 -2.8865 5.4964 0.078
H 0.8650 -2.7140 4.3174 0.082
H 2.0534 -1.4183 4.5147 0.085
H 0.9156 -1.3271 2.5807 0.077
H -0.8435 -0.2345 2.5274 0.093
H -1.7437 3.9266 2.1258 0.087
H -2.3274 5.4307 0.5764 0.079
H -1.1658 6.4329 -0.2980 0.079
H -0.7291 5.7465 1.2725 0.084
H -2.5844 3.8903 -1.3764 0.082
H -1.1548 3.2419 -2.2059 0.059
H -1.5287 4.9816 -2.3031 0.084
H 1.3556 4.8756 0.0702 0.090
H 0.7412 5.5800 -1.4361 0.078
H 1.1971 3.8586 -1.3684 0.075
H -0.4205 2.9236 4.8753 0.090
H -1.9810 3.0454 5.7140 0.078
H -1.6671 4.0162 4.2698 0.071
H -0.7998 0.3611 4.7769 0.085
H -2.3250 -0.2534 4.1264 0.082
H -2.3218 0.6778 5.6273 0.080
H -3.7484 3.0736 3.1631 0.078
H -4.0899 2.1185 4.6205 0.079
H -3.9745 1.3248 3.0348 0.073
H 4.1058 -3.8042 1.1876 0.087
H 5.3925 -1.3737 -1.3968 0.088
H 4.0219 -1.1312 -2.4890 0.074
H 5.3660 -2.1973 -2.9669 0.079
H 5.7873 -3.6375 -0.3064 0.081
H 5.7274 -4.3319 -1.9323 0.078
H 4.6953 -4.9882 -0.6588 0.080
H 2.3745 -3.0718 -2.8946 0.053
H 2.6880 -4.6477 -2.1444 0.090
H 3.7639 -4.0471 -3.4230 0.084
S 1.3872 -3.4475 -8.3781 0.521
C 1.0188 -2.6730 -6.9868 -1.539
S 1.5047 -1.0560 -6.6501 0.897
C 0.8556 -0.8866 -5.0440 -1.116
C 0.2097 -2.0502 -4.5508 -1.130
S -0.5253 -2.2206 -3.0768 0.751
S 0.2174 -3.4076 -5.6580 0.896
S 1.0480 0.5923 -4.2689 0.694
C -4.5673 0.6742 -0.3720 -0.063
N -3.5337 0.0301 -1.1767 -0.124
C -2.7727 -0.9608 -0.4232 -0.048
C -2.9465 0.6129 -2.2751 -0.379
N -1.6606 0.6006 -2.4109 0.069
N -3.7624 1.1683 -3.2584 -0.124
C -3.1054 1.8096 -4.3900 -0.053
C -5.1297 1.6106 -3.0314 -0.071
H -4.3357 0.4695 0.6729 0.075
H -5.5745 0.3008 -0.5691 0.077
H -4.5566 1.7574 -0.4774 0.081
H -3.4800 -1.6800 -0.0041 0.095
H -2.2007 -0.5041 0.3844 0.066
H -2.0897 -1.4981 -1.0677 0.025
H -1.3773 1.0577 -3.2649 -0.008
H -2.4136 1.1252 -4.8804 0.089
H -2.5585 2.7187 -4.1151 0.089
H -3.8702 2.0819 -5.1133 0.083
H -5.7394 0.8204 -2.6036 0.076
H -5.5570 1.8526 -4.0020 0.079
H -5.2061 2.5022 -2.4028 0.083